1.
Computed, not measured: a molecular structure, C5H9O3Yb, with ωB97M-V with the def2-TZVPD basis set.

Atoms and positions in Å:
1 H -0.5883 -0.4836 1.5009
2 O 0.7171 -1.0177 0.1371
3 O -0.5926 0.8166 -0.1886
4 O -1.5012 -1.3084 -0.2757
5 C 1.4233 -1.0601 1.2102
6 C -1.4239 1.2237 -1.0355
7 C 2.8679 -1.2040 1.0959
8 C -1.4147 2.6030 -1.4781
9 C -0.6774 -0.5847 0.3234
10 H 0.9557 -1.3599 2.1570
11 H -2.1314 0.4900 -1.4502
12 H 3.3294 -0.4140 1.7089
13 H 3.1325 -2.1535 1.5920
14 H 3.2161 -1.1930 0.0609
15 H -1.3379 2.5835 -2.5791
16 H -2.4181 3.0147 -1.2748
17 H -0.6231 3.1990 -1.0178
18 Yb -2.9333 -3.1515 -0.4865

## Properties
* net charge: +4
* <S²>: 0.75
* HOMO level (spin up / spin down): -26.82 / -26.82 eV
* 2S+1: 2

2.
Computed, not measured: a gas-phase ion, C5H9O8S (charge -1), with ωB97M-V with the def2-TZVPD basis set.

Atoms and positions in Å:
1 C 1.8000 -1.2535 0.2112
2 C -2.1356 0.9032 0.7456
3 C 1.6791 0.1079 -0.7067
4 C 0.2606 0.4117 -1.2175
5 C -0.8065 0.0973 1.0327
6 O -1.7921 -1.9235 -0.4194
7 O 2.0747 -1.2046 1.5138
8 O 0.5156 -1.9256 -0.1080
9 O -0.9109 -2.5353 1.8413
10 O -2.8031 0.5254 -0.3960
11 O 2.1454 1.1919 0.0110
12 O -0.4396 -0.4309 -2.1638
13 O 0.0179 0.3721 1.9264
14 S -0.8883 -1.6728 0.6981
15 H 2.6639 -1.8381 -0.1091
16 H -2.8973 0.9628 1.5008
17 H -1.6824 1.9191 0.6886
18 H 2.4672 0.0175 -1.4675
19 H 0.0093 1.4466 -1.4551
20 H -2.3697 -0.3558 -0.7557
21 H 1.5951 1.3801 0.8022
22 H -0.5247 -1.3979 -1.7851
23 H 1.4087 -0.5719 2.0174

## Properties
* net charge: -1
* energy above the lowest of the compared OMol25 structures with the same formula, charge and spin: 0.0000 eV
* HOMO level (spin up / spin down): -3.52 / -3.25 eV

3.
Computed, not measured: C5H9OP in the gas phase, with ωB97M-V with the def2-TZVPD basis set.

Atoms and positions in Å:
1 C 0.5591 -1.4858 -0.3101
2 C 1.1144 -0.1860 0.2665
3 C -0.9246 -1.6479 0.1200
4 C 0.1051 0.8423 0.2558
5 C 0.2375 2.2766 -0.0820
6 O -2.9040 0.2484 0.0152
7 P -1.4617 0.0743 -0.3134
8 H 0.5791 -1.2664 -1.3723
9 H 1.2492 -2.2681 0.0622
10 H 1.3525 -0.3089 1.3753
11 H 1.9379 -0.0130 -0.2969
12 H -1.6330 -2.3829 -0.3194
13 H -1.0453 -1.6915 1.2729
14 H -0.6127 2.4806 -0.7349
15 H 1.2179 2.4850 -0.7343
16 H 0.2285 2.8433 0.7953

## Properties
* net charge: 0
* energy above the lowest of the compared OMol25 structures with the same formula, charge and spin: 1.9397 eV
* HOMO level (spin up / spin down): -8.18 / -8.19 eV

4.
Computed, not measured: C5H9OPS in the gas phase, with ωB97M-V with the def2-TZVPD basis set.

Atoms and positions in Å:
1 C -0.2274 0.7055 1.2744
2 C -0.2890 -0.0591 -0.0333
3 C -0.3090 0.8440 -1.2455
4 C -1.3602 -1.1267 -0.0357
5 C 1.2850 -0.9654 -0.0443
6 O 1.3815 -1.9929 0.5378
7 P 2.6167 -0.0866 -0.9896
8 S 3.4110 0.9224 0.4669
9 H -0.0802 0.0245 2.1097
10 H -1.1598 1.2476 1.4355
11 H 0.5923 1.4239 1.2615
12 H 0.4747 1.6010 -1.1758
13 H -1.2661 1.3616 -1.3027
14 H -0.1725 0.2789 -2.1675
15 H -2.3175 -0.6941 0.2544
16 H -1.4674 -1.5737 -1.0217
17 H -1.1120 -1.9110 0.6759

## Properties
* net charge: 0
* energy above the lowest of the compared OMol25 structures with the same formula, charge and spin: 1.0725 eV
* HOMO level: -8.27 eV

5.
Computed, not measured: C5H9P in the gas phase, with ωB97M-V with the def2-TZVPD basis set.

Atoms and positions in Å:
1 C 2.1305 -0.8463 -0.0901
2 C 1.3836 0.1811 -0.4595
3 C 0.8155 1.1485 0.5352
4 C -0.7626 1.2451 0.3076
5 P -1.8610 0.1355 -0.2919
6 C -2.1084 -1.4918 0.1630
7 H 2.5801 -0.7461 0.9182
8 H 2.4127 -1.6167 -0.8568
9 H 1.0006 0.1155 -1.4204
10 H 1.1764 0.8663 1.4619
11 H 1.2935 2.2004 0.4914
12 H -1.0477 2.2630 0.0125
13 H -3.0732 0.6819 -0.6584
14 H -2.7710 -2.0302 -0.5162
15 H -1.1689 -2.1062 0.4034

## Properties
* net charge: 0
* energy above the lowest of the compared OMol25 structures with the same formula, charge and spin: 3.1311 eV
* HOMO level: -7.58 eV

6.
Computed, not measured: C5H9P in the gas phase, with ωB97M-V with the def2-TZVPD basis set.

Atoms and positions in Å:
1 C 2.8692 0.4655 -0.2179
2 C 1.4616 -0.3346 -0.0192
3 C 0.7104 -0.8279 1.0631
4 P 0.1199 -1.2542 -0.6436
5 C -1.1971 0.2133 -0.9673
6 C -2.2726 0.1465 0.0701
7 H 3.3074 0.6987 -1.1296
8 H 3.3125 0.8524 0.7030
9 H 0.9932 -1.5106 1.9167
10 H 0.1659 0.0405 1.5185
11 H -0.5291 1.0977 -1.0819
12 H -1.5898 0.1886 -2.0731
13 H -1.7155 0.0874 1.0438
14 H -2.9658 1.0115 0.0376
15 H -2.6700 -0.8749 -0.2203

## Properties
* net charge: 0
* energy above the lowest of the compared OMol25 structures with the same formula, charge and spin: 3.3119 eV
* HOMO level (spin up / spin down): -8.22 / -8.22 eV

7.
Computed, not measured: 2 unconnected molecules or ions with the total composition C5H9P, with ωB97M-V with the def2-TZVPD basis set.

Atoms and positions in Å:
1 C 1.5998 0.5465 -1.1624
2 C 0.9483 1.6637 -1.3907
3 C 0.4198 0.8307 -0.3750
4 C -1.3060 -1.0069 -1.1509
5 C 0.1634 -0.6190 1.9676
6 P 0.0117 1.1164 1.3788
7 H 2.5303 0.1518 -0.9484
8 H 0.6755 2.4288 -2.1500
9 H -1.1327 -1.0451 -2.3225
10 H -2.1827 -0.4045 -0.8389
11 H -1.0130 -1.9099 -0.4791
12 H -0.5278 -1.0519 1.2806
13 H -0.0671 -0.5685 3.0949
14 H 1.2541 -1.1063 1.8639
15 H -1.3735 0.9742 1.2321

## Properties
* net charge: 0
* energy above the lowest of the compared OMol25 structures with the same formula, charge and spin: 6.1222 eV
* HOMO level (spin up / spin down): -7.44 / -6.38 eV

8.
Computed, not measured: 2 unconnected molecules or ions with the total composition C5HF7, with ωB97M-V with the def2-TZVPD basis set.

Atoms and positions in Å:
1 C 0.2147 -0.1088 -0.7515
2 C -0.8891 -0.5342 -0.9360
3 C -2.1126 -0.9614 -1.1412
4 C -2.8433 1.4299 0.6210
5 C -2.6472 -1.9462 -0.0987
6 F -3.0120 -0.5544 -2.0563
7 F -1.7098 1.4505 1.3016
8 F -3.9864 1.8315 1.2408
9 F -2.7881 2.2095 -0.4567
10 F -3.8327 -2.4522 -0.4819
11 F -2.8512 -1.3574 1.1020
12 F -1.8058 -2.9553 0.1559
13 H 0.9641 0.6049 -0.5081

## Properties
* net charge: 0
* energy above the lowest of the compared OMol25 structures with the same formula, charge and spin: 4.5085 eV
* HOMO level (spin up / spin down): -9.24 / -10.26 eV

9.
Computed, not measured: 2 unconnected molecules or ions with the total composition C5NO2S, with ωB97M-V with the def2-TZVPD basis set.

Atoms and positions in Å:
1 C 0.0026 -0.8002 1.6519
2 C -0.8951 -1.6917 1.5590
3 C -0.4076 -0.7343 -2.1251
4 C 0.0294 1.1331 -0.2951
5 C 0.7100 0.2536 1.8335
6 N -0.9172 -1.1836 -3.0532
7 O -0.5050 1.9836 -0.8837
8 O 0.1830 -0.2065 -1.1803
9 S 1.8000 1.2460 2.4931

## Properties
* net charge: -1
* energy above the lowest of the compared OMol25 structures with the same formula, charge and spin: 1.0923 eV
* HOMO level: -5.15 eV

10.
Computed, not measured: a molecular structure, C60H105BF13HfN8O14S3, with ωB97M-V with the def2-TZVPD basis set.

Atoms and positions in Å:
1 Hf 1.8448 0.7308 3.3351
2 C 3.5612 4.9105 3.9629
3 F 4.8159 5.1636 4.2650
4 F 2.7772 4.7361 4.9866
5 F 3.0746 6.0049 3.2956
6 S 3.3734 3.3829 2.7771
7 O 1.9785 2.9156 2.7737
8 O 3.9167 3.6171 1.4754
9 O 3.8003 2.1147 3.3267
10 C -0.9945 1.3778 6.7555
11 F -1.0999 2.5518 7.3719
12 F -1.5402 0.3443 7.4617
13 F -1.7164 1.3680 5.6700
14 S 0.8523 1.0196 6.2866
15 O 0.8196 -0.0828 5.3206
16 O 1.3833 1.9358 5.3087
17 O 1.6113 0.7658 7.5069
18 C 2.8942 -2.6407 6.1497
19 F 2.4296 -1.8681 7.1129
20 F 4.0501 -3.1367 6.6462
21 F 2.0216 -3.5797 5.9269
22 S 3.3602 -1.6271 4.5298
23 O 2.2275 -1.4865 3.6251
24 O 3.4411 -0.1874 4.8187
25 O 4.5316 -2.2124 3.8964
26 B 0.0165 0.3867 1.4513
27 F 0.8130 -0.7368 1.4801
28 F 0.8584 1.3245 1.2313
29 F -0.9946 0.3138 0.5113
30 F -0.3726 0.4928 2.7635
31 C -3.1066 3.0133 2.1958
32 C -2.4101 4.3861 2.2931
33 C -3.5765 5.3947 2.2451
34 C -3.2181 6.8037 2.7190
35 C -2.5644 6.8071 4.0864
36 C -1.3556 5.8256 4.1942
37 N -1.6285 4.4755 3.5403
38 O -0.6587 3.4680 3.8360
39 C -0.2484 6.5658 3.4258
40 C -0.8552 5.7329 5.6332
41 C -1.5834 4.6383 1.0315
42 H -3.6034 2.6419 3.0921
43 H -2.4261 2.1978 1.9507
44 H -3.8149 2.9554 1.3694
45 H -3.9693 5.5245 1.2366
46 H -4.4188 5.1424 2.8893
47 H -4.0843 7.4526 2.5905
48 H -2.5670 7.2669 1.9776
49 H -3.2864 6.4895 4.8386
50 H -2.2896 7.8270 4.3554
51 H 0.6174 5.9254 3.2576
52 H -0.4584 6.9804 2.4398
53 H 0.2107 7.3021 4.0854
54 H 0.2057 5.4884 5.6849
55 H -1.0948 6.6179 6.2227
56 H -1.4115 4.9695 6.1771
57 H -1.1557 5.6409 1.0301
58 H -2.1475 4.6369 0.0988
59 H -0.7724 3.9114 0.9885
60 C -8.6777 3.3598 -3.9978
61 C -7.1658 3.1398 -3.8295
62 C -6.6542 3.5528 -5.1902
63 C -5.1538 3.6535 -5.2999
64 C -4.6283 4.6940 -4.2774
65 C -5.0536 4.2411 -2.8488
66 N -6.5415 4.0922 -2.8341
67 O -7.1948 4.1410 -1.4870
68 C -4.2756 2.9892 -2.3825
69 C -4.5742 5.4011 -1.8632
70 C -6.8405 1.6111 -3.5903
71 H -9.0963 2.7210 -4.7756
72 H -8.8845 4.3734 -4.3413
73 H -9.1955 3.2447 -3.0456
74 H -7.0358 2.9537 -6.0170
75 H -6.9970 4.5486 -5.4712
76 H -4.8287 4.0734 -6.2518
77 H -4.5836 2.7250 -5.2685
78 H -4.9112 5.7265 -4.4823
79 H -3.5608 4.6396 -4.4910
80 H -4.7401 2.5045 -1.5237
81 H -4.2374 2.1487 -3.0755
82 H -3.2234 3.1768 -2.1686
83 H -4.6350 5.1277 -0.8098
84 H -3.5581 5.7721 -1.9969
85 H -5.2483 6.2443 -2.0140
86 H -5.8826 1.2199 -3.9330
87 H -7.4968 0.9533 -4.1600
88 H -7.0859 1.4152 -2.5465
89 C 2.7958 1.5152 -1.3198
90 C 3.8905 0.4287 -1.2143
91 C 4.9356 0.8197 -2.2042
92 C 6.2506 -0.0178 -2.1191
93 C 6.8498 0.2974 -0.7353
94 C 5.8461 -0.0334 0.4005
95 N 4.4205 0.3470 0.1653
96 O 3.4621 0.1846 1.2666
97 C 5.9389 -1.5283 0.7561
98 C 6.4033 0.7421 1.6391
99 C 3.2305 -0.9061 -1.5712
100 H 3.0644 2.5208 -0.9961
101 H 1.9192 1.2590 -0.7248
102 H 2.4088 1.6502 -2.3298
103 H 4.4848 0.7135 -3.1909
104 H 5.0907 1.8946 -2.1119
105 H 6.9390 0.2247 -2.9287
106 H 6.1116 -1.0773 -2.3341
107 H 7.1713 1.3388 -0.7198
108 H 7.7097 -0.3653 -0.6383
109 H 5.3196 -1.8048 1.6094
110 H 5.5885 -2.1089 -0.0972
111 H 6.9664 -1.8533 0.9200
112 H 5.9602 1.7370 1.6832
113 H 6.0615 0.2310 2.5391
114 H 7.4891 0.7103 1.7286
115 H 2.6691 -0.6450 -2.4683
116 H 2.5350 -1.3377 -0.8515
117 H 3.9489 -1.7057 -1.7517
118 C -0.9172 -3.9983 -6.1177
119 C -1.0909 -2.4367 -6.0668
120 C -1.4954 -2.1268 -4.6192
121 C -1.6769 -0.6077 -4.2188
122 C -0.2385 -0.0271 -4.5156
123 C 0.2900 -0.2648 -5.9360
124 N 0.2006 -1.7354 -6.3518
125 O 0.8005 -1.9767 -7.6685
126 C -0.5022 0.7081 -6.8514
127 C 1.7752 0.1463 -5.8329
128 C -2.2508 -2.1500 -7.0441
129 H -0.5421 -4.3283 -7.0865
130 H -1.8297 -4.5056 -5.8046
131 H -0.1133 -4.3084 -5.4501
132 H -2.2335 -2.8084 -4.1963
133 H -0.6397 -2.4495 -4.0261
134 H -1.9724 -0.4218 -3.1862
135 H -2.4491 -0.1332 -4.8244
136 H 0.4102 -0.4722 -3.7611
137 H -0.3224 1.0215 -4.2299
138 H -1.4855 0.2836 -7.0543
139 H -0.6937 1.6229 -6.2906
140 H 0.0304 0.9669 -7.7665
141 H 2.2459 0.2613 -6.8093
142 H 1.9875 1.1001 -5.3498
143 H 2.3388 -0.5891 -5.2587
144 H -2.8688 -1.3100 -6.7268
145 H -2.9485 -2.9861 -7.0911
146 H -1.9029 -1.9772 -8.0626
147 C 4.7697 -8.1530 2.6773
148 C 5.0010 -6.6465 2.8777
149 C 6.1974 -6.3143 1.9433
150 C 5.8440 -6.2768 0.4986
151 C 4.7733 -5.2844 0.2118
152 C 3.4448 -5.5326 1.0659
153 N 3.8787 -5.7819 2.5344
154 O 2.7571 -5.9054 3.4410
155 C 2.7279 -4.1341 0.9347
156 C 2.6085 -6.6167 0.4027
157 C 5.5726 -6.4345 4.3073
158 H 5.6109 -8.8123 2.8912
159 H 4.6233 -8.3074 1.6082
160 H 3.8668 -8.4636 3.2030
161 H 6.7297 -5.3946 2.1861
162 H 6.9833 -7.0684 1.9862
163 H 5.4855 -7.2409 0.1380
164 H 6.7106 -6.1487 -0.1500
165 H 4.4928 -5.3247 -0.8408
166 H 5.1097 -4.2672 0.4122
167 H 3.3365 -3.3383 1.3640
168 H 2.5799 -3.9854 -0.1349
169 H 1.7771 -4.0697 1.4638
170 H 2.9806 -7.6165 0.6265
171 H 1.6551 -6.6466 0.9301
172 H 2.3818 -6.4136 -0.6439
173 H 5.9577 -5.4278 4.4696
174 H 6.3763 -7.1245 4.5643
175 H 4.7116 -6.5515 4.9653
176 N -5.0474 -1.6436 0.0827
177 C -4.0602 -0.7004 0.2064
178 C -3.7634 -0.3378 -1.0825
179 C -4.5220 -1.0908 -2.0014
180 C -5.3599 -1.8869 -1.2062
181 H -5.5335 -2.0902 0.8471
182 H -3.7888 -0.3594 1.1946
183 H -3.0376 0.3954 -1.4017
184 H -4.3492 -1.0987 -3.0674
185 H -6.0769 -2.6072 -1.5716
186 N -2.2197 -2.5693 2.3312
187 C -2.6519 -1.7705 3.3345
188 C -1.8643 -2.0112 4.4529
189 C -0.9344 -2.9703 4.0630
190 C -1.0932 -3.2154 2.7324
191 H -2.5687 -2.6239 1.3851
192 H -3.5313 -1.1553 3.2139
193 H -1.8636 -1.5271 5.4183
194 H -0.1669 -3.3773 4.7047
195 H -0.5552 -3.8824 2.0751
196 N -2.3177 -3.0526 -0.8401
197 C -2.8973 -4.2936 -0.7102
198 C -1.8849 -5.2128 -0.6567
199 C -0.7013 -4.4992 -0.7453
200 C -0.9774 -3.1286 -0.7894
201 H -2.7924 -2.1706 -0.9702
202 H -3.9632 -4.4629 -0.6698
203 H -1.9215 -6.2831 -0.5168
204 H 0.2911 -4.9246 -0.7201
205 H -0.2604 -2.3213 -0.7650

## Properties
* net charge: 0
* <S²>: 8.78
* HOMO level (spin up / spin down): -7.62 / -7.62 eV
* 2S+1: 6

| no. | largest force on an atom (Eh/bohr) |
| --- | --- |
| 1 | 0.150 |
| 2 | 0.066 |
| 3 | 0.092 |
| 4 | 0.068 |
| 5 | 0.065 |
| 6 | 0.210 |
| 7 | 0.062 |
| 8 | 0.073 |
| 9 | 0.071 |
| 10 | 0.124 |